No. 1
{"formula": "C3H7NO2", "method": "ωB97M-V/def2-TZVPD", "species": ["O", "O", "H", "H", "H", "H", "H", "C", "H", "C", "N", "C", "H"], "xyz": [[2.918, 2.219, -1.942], [-0.756, -0.968, -0.533], [-2.500, -1.465, -1.504], [2.564, 2.008, 0.568], [1.231, 0.864, 0.385], [-1.522, -2.836, -0.902], [-1.352, -0.488, 1.260], [-1.900, -1.839, -0.674], [1.426, 0.829, -1.879], [-0.524, -0.279, 0.531], [2.017, 1.386, -0.009], [2.135, 1.499, -1.350], [-2.474, -1.839, 0.258]], "atomic_forces_ev_per_a": [[-0.2016, -0.2144, 0.1817], [0.1620, 0.2062, 0.2065], [0.0868, -0.0548, 0.1056], [-0.0449, -0.0730, -0.0623], [0.1514, 0.1014, -0.1014], [-0.0605, 0.1332, 0.0258], [0.0963, 0.0151, -0.0773], [-0.2033, -0.1314, 0.0098], [0.1194, 0.1217, 0.0071], [-0.2605, -0.2541, -0.0796], [0.0419, 0.1257, -0.0392], [0.0343, 0.0269, -0.0325], [0.0786, -0.0026, -0.1441]], "mulliken_charge": [-0.580, -0.168, 0.219, 0.208, 0.396, 0.211, 0.052, -0.552, 0.237, -0.260, -0.226, 0.129, 0.333], "homo_lumo_gap_ha": 0.3425, "homo_ev": -9.208, "e_tot_ha": -323.6341, "molar_mass_g_mol": 89.1, "de_lowest_kj_mol": 385.5}



No. 2
{"formula": "C9H20BNO7P2", "method": "ωB97M-V/def2-TZVPD", "species": ["H", "C", "C", "H", "H", "H", "C", "O", "C", "H", "H", "P", "O", "C", "H", "H", "N", "H", "H", "C", "C", "H", "O", "H", "H", "O", "O", "H", "C", "O", "H", "H", "H", "H", "B", "P", "O", "H", "C", "H"], "xyz": [[3.098, -1.539, 3.345], [-0.775, -1.081, -0.683], [-5.058, 3.616, -1.798], [-4.129, 4.176, -3.725], [-4.564, 1.522, -4.314], [5.413, -1.104, -0.587], [6.637, -2.541, 2.358], [-2.056, -1.118, -1.115], [-2.178, -1.146, 1.236], [-3.238, 0.230, -0.095], [-3.855, -1.426, -0.154], [3.354, -1.346, 1.213], [-5.868, 1.839, -0.324], [-0.745, -0.820, 0.811], [6.367, -2.571, 3.415], [-0.492, 0.228, 0.972], [2.851, -2.307, 0.135], [0.001, -1.446, 1.289], [7.672, 0.500, 1.485], [-2.960, -0.824, -0.033], [-5.374, 2.199, -1.352], [-2.527, -0.589, 2.103], [3.625, -1.980, 2.673], [-5.880, 4.281, -1.549], [-5.770, 3.543, -3.832], [7.614, -0.230, 2.109], [-4.977, 1.326, -2.307], [-2.262, -2.210, 1.463], [-4.823, 3.455, -3.300], [0.155, -1.221, -1.423], [1.941, -2.088, -0.262], [2.767, 0.540, 2.089], [5.969, -3.193, 1.798], [-3.237, 1.948, -3.220], [6.614, -1.090, 1.781], [5.196, -0.405, 0.604], [2.321, -0.147, 1.575], [7.652, -2.942, 2.278], [-4.314, 2.019, -3.380], [-4.160, 3.943, -1.272]], "atomic_forces_ev_per_a": [[-0.1409, -0.1239, 0.1829], [0.0845, 0.1294, 0.0517], [-0.0904, -0.0923, -0.3229], [0.0507, -0.0223, 0.0271], [-0.0287, -0.0752, 0.0347], [-0.0453, -0.3178, 0.0089], [0.1731, -0.0038, -0.1410], [-0.0304, 0.0031, 0.0071], [0.1244, 0.0469, -0.0625], [-0.0115, 0.0062, 0.0154], [0.0099, -0.0107, -0.1226], [-0.2704, -0.7850, -0.8173], [-0.0106, -0.0225, -0.0063], [-0.4233, -0.2802, 0.0910], [-0.0870, -0.0130, -0.0159], [0.0794, -0.0020, -0.0021], [-0.2730, 0.2908, 0.1937], [0.1386, 0.1035, -0.0357], [-0.1316, 0.3643, 0.3019], [-0.0617, 0.0212, 0.1245], [0.1074, 0.0735, 0.1065], [-0.0155, 0.0558, -0.0348], [0.2895, 0.1629, 0.1535], [0.0377, 0.0220, 0.1278], [-0.0013, -0.0073, -0.0189], [0.2159, -0.2134, -0.4603], [0.0140, -0.0262, -0.0361], [-0.0125, -0.0097, -0.0029], [-0.0255, -0.0019, 0.1161], [0.0163, -0.0788, -0.0182], [0.0420, -0.2310, -0.1872], [-0.1553, 0.1855, -0.1356], [-0.0708, -0.0794, 0.1872], [0.0087, 0.0113, 0.0133], [-0.1075, -0.4555, 0.1802], [0.2861, 0.9997, 0.1526], [0.3119, 0.2366, 0.2994], [0.0083, 0.0438, 0.0579], [0.0103, 0.0753, -0.0601], [-0.0155, 0.0197, 0.0468]], "mulliken_charge": [0.307, 0.504, -0.444, 0.321, 0.318, 0.088, -0.938, -0.387, -0.662, 0.045, 0.378, 0.870, -0.580, -0.172, 0.302, 0.205, -0.776, 0.191, 0.299, -0.225, 0.571, 0.342, -0.486, 0.306, 0.259, -0.454, -0.336, 0.294, -0.479, -0.610, 0.298, 0.289, 0.320, 0.235, 0.506, -0.416, -0.457, 0.319, -0.384, 0.241], "homo_lumo_gap_ha": 0.3235, "homo_ev": -8.692, "e_tot_ha": -1644.0417, "molar_mass_g_mol": 327.0, "de_lowest_kj_mol": 24.7}



No. 3
{"formula": "C5H11N2O", "method": "ωB97M-V/def2-TZVPD", "species": ["H", "C", "H", "N", "C", "C", "H", "C", "C", "H", "H", "N", "H", "H", "H", "H", "H", "O", "H"], "xyz": [[0.561, 1.138, -1.694], [0.256, -0.285, -0.132], [0.509, -2.328, -0.361], [-2.051, -0.904, -0.020], [0.694, -0.631, 1.336], [-0.269, 2.022, 0.014], [0.049, 2.341, 1.046], [0.740, 1.050, -0.563], [0.412, -1.463, -1.071], [1.227, 0.209, 1.734], [-0.059, -0.926, 2.032], [-1.199, -0.032, 0.078], [1.697, 1.010, -0.137], [1.302, -1.616, -1.671], [-0.484, -1.564, -1.586], [-2.950, -0.647, 0.189], [-0.289, 2.800, -0.708], [-1.440, 1.304, 0.167], [1.295, -1.479, 1.346]], "atomic_forces_ev_per_a": [[1.3454, -0.2809, 1.4424], [-0.2057, -1.1733, 1.4483], [-0.5606, 0.3331, -0.9541], [3.8574, -0.1367, 0.4446], [-0.0768, 1.1916, -0.7084], [3.6524, 0.2510, 2.3675], [-0.4089, 0.2329, -1.1225], [-1.8911, -0.6268, -2.3149], [1.1344, -1.7412, 2.5798], [0.3492, 0.3672, 0.5029], [-1.1124, 0.2026, 0.2095], [-1.1476, -0.2138, -2.0247], [1.7362, 1.2341, -0.3426], [0.1229, 1.0562, -0.2352], [-1.2529, -0.4613, -1.5103], [-3.1596, 1.4540, 0.4333], [-1.1102, 1.0345, -0.1072], [-2.8354, -1.4501, 0.2107], [1.5635, -1.2731, -0.3190]], "mulliken_charge": [0.335, 1.223, 0.392, -0.810, -1.549, -0.340, 0.285, -1.040, -1.473, 0.412, 0.401, 1.082, 0.516, 0.358, 0.419, 0.268, 0.364, -0.307, 0.463], "charge": 1, "homo_lumo_gap_ha": 0.3929, "homo_ev": -16.163, "e_tot_ha": -381.4700, "molar_mass_g_mol": 115.2, "de_lowest_kj_mol": 509.2}



No. 4
{"formula": "C3H7FOS", "method": "ωB97M-V/def2-TZVPD", "species": ["H", "C", "C", "H", "C", "H", "S", "H", "H", "H", "O", "F", "H"], "xyz": [[-2.216, 1.840, 0.391], [1.582, -2.003, 1.237], [-2.006, 1.200, -0.515], [-1.851, 0.146, -0.331], [-0.687, 1.736, -1.058], [2.634, -2.076, 1.483], [1.301, -1.512, -0.459], [-2.822, 1.275, -1.239], [1.089, -2.932, 1.537], [1.095, -1.248, 1.849], [-0.172, 1.257, -2.003], [-0.245, 2.837, -0.464], [2.298, -0.521, -0.428]], "atomic_forces_ev_per_a": [[0.2476, -0.9577, -0.9128], [-0.4966, 0.1564, 1.0405], [0.4426, 0.7508, -0.3004], [-0.2625, -0.3334, 0.5790], [-5.7234, 2.5768, 9.3300], [0.0763, -0.0224, -0.0321], [1.1546, 0.8224, -0.5131], [-0.2283, 0.1612, -0.0077], [0.1017, -0.0591, -0.6244], [0.2997, 0.0981, 0.3274], [4.5978, -3.8205, -8.7486], [0.9697, 1.6202, 0.0410], [-1.1793, -0.9928, -0.1787]], "mulliken_spin": [0.025, 0.000, 0.088, 0.030, 0.731, 0.001, 0.003, 0.039, 0.000, 0.000, 0.985, 0.098, 0.001], "homo_lumo_gap_ha": [0.2316, 0.2062], "homo_ev": [-5.493, -8.991], "e_tot_ha": -691.5861, "s_squared": 2.01, "molar_mass_g_mol": 110.2, "multiplicity": 3, "de_lowest_kj_mol": 4.3}